(1)
{
  "formula": "C34H42Br6F2O15",
  "method": "ωB97M-V/def2-TZVPD",
  "elements": ["C", "C", "C", "O", "C", "O", "O", "H", "H", "H", "H", "H", "H", "C", "C", "C", "O", "C", "O", "O", "H", "H", "H", "H", "H", "H", "C", "C", "C", "O", "C", "O", "O", "H", "H", "H", "H", "H", "H", "C", "C", "C", "O", "C", "O", "O", "H", "H", "H", "H", "H", "H", "C", "C", "C", "O", "C", "O", "O", "H", "H", "H", "H", "H", "H", "F", "C", "C", "C", "C", "C", "C", "H", "H", "H", "H", "H", "F", "C", "C", "C", "C", "C", "C", "H", "H", "H", "H", "H", "C", "Br", "Br", "Br", "H", "C", "Br", "Br", "Br", "H"],
  "xyz": [[-1.9748, 3.7000, -2.1870], [-0.8795, 3.4908, -3.2096], [-0.4354, 4.6832, -4.0698], [0.9421, 4.6554, -4.0029], [1.2803, 3.9554, -2.9552], [2.4072, 3.7972, -2.5486], [0.2755, 3.2547, -2.5009], [-2.9381, 3.8698, -2.6678], [-1.7899, 4.5287, -1.5035], [-2.1249, 2.8169, -1.5660], [-1.1312, 2.6993, -3.9155], [-0.6896, 5.6116, -3.5584], [-0.7393, 4.6901, -5.1166], [-0.6094, -0.2991, -4.7053], [-2.1572, -0.3712, -4.6001], [-2.6934, -1.5947, -3.8672], [-3.6206, -0.9768, -3.0132], [-3.4540, 0.3207, -2.9685], [-4.0972, 1.0720, -2.1867], [-2.5887, 0.6983, -3.8367], [-0.1120, -1.1610, -5.1501], [-0.2047, -0.1018, -3.7126], [-0.3144, 0.5829, -5.2738], [-2.5997, -0.3139, -5.5946], [-1.9663, -2.0738, -3.2115], [-3.1957, -2.3171, -4.5106], [-0.3673, 0.4143, 5.5901], [-1.4349, -0.6657, 5.4597], [-2.8662, -0.0703, 5.4153], [-3.2820, -0.2708, 4.0941], [-2.5169, -1.2511, 3.5164], [-2.6661, -1.7777, 2.4146], [-1.3176, -1.2540, 4.1487], [-0.4464, 1.1590, 4.7981], [0.5250, -0.1841, 5.4065], [-0.2654, 0.8815, 6.5697], [-1.3652, -1.4343, 6.2294], [-2.9557, 0.9580, 5.7657], [-3.5124, -0.6551, 6.0699], [2.6977, -4.1056, 5.6423], [3.3272, -2.8783, 4.9895], [4.2908, -3.2465, 3.8957], [3.7854, -2.5524, 2.7380], [2.5635, -2.0171, 2.9836], [1.7696, -1.6472, 2.1355], [2.3465, -2.1022, 4.3320], [1.8108, -3.8500, 6.2222], [3.3350, -4.7044, 6.2930], [2.2270, -4.7052, 4.8631], [3.6342, -2.3202, 5.8740], [4.3558, -4.3179, 3.7064], [5.3189, -2.8946, 3.9809], [4.3115, -0.3577, -0.5921], [4.2607, 1.0939, -1.1612], [3.7657, 2.0502, -0.0707], [4.6432, 3.1316, -0.2613], [5.6917, 2.7887, -1.0151], [6.6053, 3.5979, -1.2303], [5.5507, 1.5762, -1.4910], [3.3051, -0.6409, -0.2839], [4.9747, -0.4191, 0.2709], [4.6785, -1.0191, -1.3769], [3.5702, 1.2475, -1.9905], [3.8357, 1.6862, 0.9544], [2.7759, 2.4566, -0.2785], [2.0899, -2.6193, -4.3069], [2.8125, -3.2905, -3.3939], [2.5651, -3.0298, -2.0415], [3.2870, -3.7537, -1.0909], [4.2975, -4.5984, -1.5576], [4.6228, -4.7283, -2.8431], [3.8204, -4.1566, -3.7733], [1.8983, -2.2241, -1.7720], [3.0756, -3.6836, -0.0341], [4.8842, -5.0797, -0.7891], [5.4698, -5.3478, -3.0984], [3.8470, -4.4465, -4.8133], [-8.9959, 5.1482, 0.5492], [-7.7447, 4.7007, 0.6484], [-7.0748, 5.0174, 1.8095], [-5.8322, 4.4449, 2.0905], [-5.2319, 3.5466, 1.1797], [-5.9104, 3.3310, -0.0489], [-7.1523, 3.9071, -0.3314], [-7.5978, 5.6202, 2.5372], [-5.2462, 4.6402, 2.9765], [-4.2466, 3.1115, 1.2596], [-5.5047, 2.6946, -0.8214], [-7.6957, 3.8102, -1.2597], [-0.8822, -4.5323, -1.4664], [-0.5158, -3.1707, -0.0073], [-2.8686, -4.6286, -1.8932], [-0.2149, -6.3054, -0.9256], [-0.3547, -4.2669, -2.3826], [-0.2163, 0.4980, 0.7491], [-2.0430, 1.2459, 0.5448], [0.9044, 1.5124, 2.0605], [0.5794, 0.2100, -1.1005], [-0.3745, -0.4946, 1.1708]],
  "atomic_forces_ev_per_a": [[-0.9, 0.0, -0.3], [-1.5, 0.8, -0.9], [-1.7, 1.2, 0.3], [1.4, 0.7, -1.1], [3.9, -1.6, 0.5], [-0.9, 0.6, -0.1], [0.1, -1.5, 1.7], [0.0, 0.1, -0.2], [0.3, 0.2, -0.2], [0.3, 0.0, -0.3], [0.1, -0.6, 0.4], [-0.7, 0.3, -0.3], [-0.2, -0.1, 0.2], [-0.5, 0.6, 0.1], [2.5, -1.7, -1.8], [0.6, 0.1, 0.0], [-1.7, -0.9, 1.2], [-3.6, 2.0, 3.8], [2.0, -2.0, -2.4], [0.9, 2.5, -0.5], [-0.3, -0.1, 0.1], [-0.1, -0.4, 0.1], [-0.1, 0.0, -0.3], [-0.1, 0.2, 0.0], [0.2, -0.2, -0.3], [0.1, 0.1, 0.1], [0.6, -1.3, -0.3], [-0.7, 1.7, -0.1], [0.2, -1.1, 1.4], [-0.9, -0.9, -1.2], [1.4, 0.9, -3.2], [-0.4, 1.2, 3.3], [-0.4, -1.0, 0.7], [-0.2, 0.0, 0.1], [0.6, 0.5, 0.0], [-0.4, -0.1, 0.0], [0.2, 0.0, -0.2], [0.2, 0.1, -0.6], [-0.2, 0.0, 0.1], [-1.5, -0.3, -0.7], [-0.4, -0.9, 1.9], [1.3, 0.7, -0.8], [-0.6, 0.0, -0.6], [-0.7, -1.0, -0.4], [1.7, -0.3, 1.9], [-1.2, 0.8, -1.1], [0.2, 0.5, 0.4], [0.3, 0.2, -0.3], [0.4, -0.5, -0.2], [0.9, 0.6, -0.6], [-0.4, 0.0, -0.1], [-0.1, 0.1, 0.5], [0.1, 1.0, -1.2], [-1.2, -1.4, 1.8], [0.0, 0.5, -0.6], [0.4, 1.0, 0.8], [2.4, 4.1, -0.2], [-2.2, -2.8, 0.4], [0.4, -1.0, -0.6], [0.1, -0.1, 0.0], [0.0, 0.2, 0.0], [-0.1, -0.2, 0.2], [0.3, -0.5, -0.4], [0.1, -0.2, 0.0], [-0.1, -0.4, 0.1], [-0.2, -0.1, -0.4], [0.5, 0.0, 1.6], [0.3, -0.1, -0.3], [-0.2, -0.1, -1.2], [-0.2, 0.6, 3.7], [0.8, -1.1, -1.0], [-1.4, 0.6, -2.1], [-0.3, -0.2, 0.1], [0.0, 0.2, 0.0], [0.2, -0.2, 0.0], [-0.1, -0.1, -0.3], [0.5, 0.3, -0.2], [1.6, -0.6, -0.3], [-1.6, 0.1, -0.5], [2.0, -0.3, 2.6], [-0.5, 0.4, 0.0], [-0.8, 0.7, -1.1], [-1.9, 0.1, -1.4], [1.0, -0.6, -0.3], [0.2, 0.2, 0.1], [-0.5, 0.3, 0.3], [0.1, 0.0, 0.6], [0.4, -0.2, 0.0], [0.2, -0.4, -0.2], [-0.7, -0.2, 1.0], [-0.4, -1.3, -1.3], [1.7, 0.1, 0.4], [-0.4, 1.0, -0.3], [-0.2, 0.2, 0.3], [0.1, 0.2, -0.3], [1.0, -0.4, 0.3], [-0.9, -0.6, -1.3], [-0.5, 0.6, 1.8], [0.2, 0.2, -0.1]],
  "spin_multiplicity": 2,
  "gap_ev": [6.63, 2.26],
  "e_tot_ha": -18092.8394,
  "lumo_ev": [-4.06, -8.43],
  "charge": 1
}

(2)
{
  "formula": "C4H6N2OS",
  "method": "ωB97M-V/def2-TZVPD",
  "elements": ["C", "C", "C", "C", "H", "H", "H", "H", "H", "H", "N", "N", "O", "S"],
  "xyz": [[0.5766, 0.4983, -0.3925], [-0.2238, -0.0920, 0.6408], [-0.1365, 0.2740, 1.8807], [-1.2236, -1.0704, 0.0285], [0.0190, 2.5322, -0.0398], [1.3016, 2.4938, -0.9570], [0.3639, -1.8880, -2.6673], [-0.6138, -0.4219, 2.6822], [0.8617, 0.8094, 2.0613], [-1.6106, -1.0160, -1.0398], [0.7126, 1.8466, -0.3165], [0.9817, -0.1130, -1.5152], [0.9531, -1.5017, -1.2651], [-1.9618, -2.3512, 0.8997]],
  "atomic_forces_ev_per_a": [[0.6, 0.3, -4.2], [-2.1, -2.2, -2.8], [2.1, -1.5, 3.4], [-1.9, -2.6, 1.6], [-0.6, -1.3, 0.8], [-0.8, -2.8, 0.9], [2.0, 0.9, 4.8], [0.5, 1.9, -1.3], [-2.0, -0.3, 0.4], [1.1, 0.5, 1.4], [2.1, 4.3, -1.4], [-0.2, 1.0, 3.1], [-2.1, -0.8, -5.3], [1.5, 2.6, -1.5]],
  "gap_ev": 7.71,
  "e_tot_ha": -738.6931,
  "e_above_lowest_ev": 8.479,
  "lumo_ev": -0.94,
  "charge": 0
}